Below is a 3-piece molecular cluster, C4H9N3 overall, with properties calculated with the ωB97M-V functional and the def2-TZVPD basis.

Last column: Mulliken charge in e.
Element x y z (Å)
C  1.74  -0.05  1.00  -0.74
N  0.99  -0.52  -0.18  -0.25
C  -1.23  -0.10  0.57  0.06
N  -1.79  -1.30  0.35  -0.35
C  0.52  0.26  -1.03  0.52
C  0.00  0.97  -1.99  -0.99
N  -1.55  0.94  1.18  -0.52
H  -1.24  -2.02  -0.08  0.21
H  -2.65  -1.58  0.82  0.22
H  -2.45  0.95  1.69  0.21
H  2.32  -0.21  -1.42  0.04
H  1.93  1.02  0.97  0.26
H  2.68  -0.60  1.02  0.37
H  1.14  -0.30  1.87  0.32
H  0.60  1.17  -2.87  0.31
H  -1.00  1.37  -1.89  0.31

The spin multiplicity is 1. The frontier orbital gap (spin up / spin down) is 0.307 / 0.283 Eh.

***

Below is one molecule with the formula C4H9N3, with properties calculated with the ωB97M-V functional and the def2-TZVPD basis.

Last column: Mulliken charge in e.
Element x y z (Å)
H  1.87  -1.21  -1.41  0.24
N  1.02  -0.58  -1.72  -0.66
C  0.37  -0.03  -0.76  0.28
C  -0.86  0.91  -1.12  -0.32
C  -1.61  0.58  0.06  -0.58
N  -0.71  0.38  1.23  -0.44
N  0.75  0.15  0.59  -0.08
C  1.31  -1.10  1.21  -0.88
H  -1.25  0.73  -2.25  0.25
H  -0.41  2.00  -1.22  0.23
H  -2.22  1.43  0.15  0.28
H  -2.15  -0.33  -0.36  0.32
H  -0.58  1.44  1.37  0.36
H  2.38  -1.47  1.02  0.33
H  1.38  -0.84  2.15  0.40
H  0.70  -2.09  1.06  0.27

The spin multiplicity is 1. The frontier orbital gap is 0.380 Eh. The structure (SMILES) is [H]/N=C1/CCNN1C.

***

Below is an isolated ion of composition C4H9N3 and charge +2, with properties calculated with the ωB97M-V functional and the def2-TZVPD basis.

Last column: Mulliken charge in e.
Element x y z (Å)
C  2.90  -0.19  -0.41  -1.19
C  1.75  0.38  0.42  -0.52
C  0.31  0.11  0.25  0.30
N  -0.51  -0.70  -0.47  0.20
N  -1.76  -0.68  -0.41  -0.21
C  -2.76  -0.05  -0.26  0.39
N  -3.95  0.23  0.06  -0.29
H  3.69  0.24  0.09  0.36
H  2.99  0.32  -1.39  0.37
H  2.89  -1.22  -0.48  0.43
H  1.94  1.46  0.68  0.44
H  1.91  0.20  1.56  0.37
H  -0.28  0.56  1.09  0.30
H  -0.14  -1.35  -1.15  0.36
H  -4.76  0.46  -0.64  0.36
H  -4.22  0.23  1.07  0.33

The spin multiplicity is 1. The frontier orbital gap is 0.344 Eh. As for the total charge: +2. The structure (SMILES) is CC/C=[NH+]/N=C=[NH2+].

***

Below is an isolated ion of composition C4H9N3 and charge +2, with properties calculated with the ωB97M-V functional and the def2-TZVPD basis.

Last column: Mulliken charge in e.
Element x y z (Å)
C  -1.10  0.94  1.01  -0.12
N  -1.44  -0.06  0.28  0.20
C  -2.75  -0.40  -0.15  -0.81
C  -0.34  -0.80  -0.20  0.21
N  0.74  -0.74  0.33  0.33
N  1.92  -0.53  0.58  -0.24
C  2.62  0.22  -0.33  -0.73
H  -0.15  1.25  1.29  0.30
H  -1.88  1.68  1.21  0.34
H  -2.82  -1.38  -0.56  0.35
H  -3.62  -0.46  0.61  0.38
H  -3.13  0.26  -0.95  0.39
H  2.43  -1.20  1.20  0.36
H  3.62  0.44  0.11  0.31
H  2.91  -0.42  -1.14  0.40
H  2.02  1.01  -0.66  0.33

The spin multiplicity is 1. The frontier orbital gap is 0.333 Eh. As for the total charge: +2. The structure (SMILES) is C=[N+](C)C#[N+]NC.

***

Below is an isolated ion of composition C4H9N3 and charge +2, with properties calculated with the ωB97M-V functional and the def2-TZVPD basis.

Last column: Mulliken charge in e.
Element x y z (Å)
C  -2.06  -0.29  0.16  -0.85
N  -0.65  -0.19  -0.10  0.41
C  0.12  -1.21  -0.30  -0.01
N  1.46  -1.21  -0.09  -0.01
C  2.14  -0.13  0.10  -0.07
C  1.29  1.12  0.12  -0.54
N  -0.20  1.04  -0.06  -0.43
H  -2.56  -1.04  -0.51  0.35
H  -2.61  0.77  0.11  0.33
H  -2.22  -0.60  1.19  0.42
H  -0.50  -2.12  -0.42  0.38
H  2.03  -2.17  -0.02  0.43
H  3.14  -0.01  0.37  0.47
H  1.54  1.58  1.17  0.38
H  1.78  1.82  -0.59  0.37
H  -0.75  1.64  0.60  0.37

The spin multiplicity is 1. The frontier orbital gap (spin up / spin down) is 0.300 / 0.300 Eh. As for the total charge: +2. The structure (SMILES) is C[N+]1=C[NH+]=CCN1.

***

Below is a 2-piece molecular cluster, C4H9N3O overall, with properties calculated with the ωB97M-V functional and the def2-TZVPD basis.

Last column: Mulliken charge in e.
Element x y z (Å)
H  -0.59  2.34  1.35  0.28
N  0.20  1.72  1.60  -0.74
N  0.47  0.95  0.68  0.34
C  1.31  -0.27  1.05  0.52
C  1.88  -1.02  -0.13  -0.82
O  1.91  -0.32  2.10  -0.47
H  1.09  -1.34  -0.81  0.25
H  2.60  -0.41  -0.68  0.27
H  2.36  -1.95  0.20  0.31
H  -2.49  0.11  1.42  0.27
N  -2.48  0.21  0.40  -0.68
C  -1.31  0.06  -0.10  0.60
C  -1.14  0.15  -1.60  -1.16
H  -0.52  -0.77  0.45  0.09
H  -1.90  0.82  -1.99  0.37
H  -0.16  0.55  -1.86  0.32
H  -1.22  -0.83  -2.07  0.26

The spin multiplicity is 1. The frontier orbital gap is 0.310 Eh. The structure (SMILES) is [H]/N=N/C(C)=O.[H]/N=C/C.

***

Below is one molecule with the formula C4H9N3O, with properties calculated with the ωB97M-V functional and the def2-TZVPD basis.

Last column: Mulliken charge in e.
Element x y z (Å)
C  -0.93  -1.64  -0.55  -1.29
C  0.95  0.14  0.00  0.16
C  -0.20  -0.33  -0.67  0.80
C  -0.04  0.47  1.00  0.02
N  2.09  0.72  -0.42  -0.41
N  -0.81  1.65  1.08  -0.50
O  -0.33  0.28  -1.94  -0.57
N  0.28  -0.21  2.11  -0.80
H  -1.18  0.01  -2.32  0.35
H  2.68  1.16  0.27  0.26
H  2.47  0.41  -1.30  0.26
H  -0.81  2.21  0.23  0.25
H  -0.63  2.19  1.91  0.29
H  -0.17  -1.13  2.17  0.18
H  -0.83  -2.04  0.46  0.25
H  -2.00  -1.50  -0.74  0.39
H  -0.56  -2.36  -1.28  0.35

The spin multiplicity is 1. The frontier orbital gap (spin up / spin down) is 0.258 / 0.258 Eh.

***

Below is one molecule with the formula C4H9N3O, with properties calculated with the ωB97M-V functional and the def2-TZVPD basis.

Last column: Mulliken charge in e.
Element x y z (Å)
N  0.67  0.13  1.85  -0.38
C  0.16  1.01  0.94  0.49
O  -0.46  2.00  1.26  -0.66
C  0.93  0.95  -0.53  -0.70
C  0.52  -0.24  -1.30  -0.47
N  0.27  -1.74  -0.69  -0.66
C  -0.80  -0.86  -1.04  0.21
N  -1.52  -0.23  0.06  -0.50
H  1.28  -0.62  1.60  0.19
H  0.45  0.32  2.82  0.23
H  2.01  1.03  -0.41  0.40
H  0.50  1.85  -0.98  0.28
H  0.97  -0.39  -2.28  0.43
H  0.59  -1.67  0.27  0.28
H  -1.40  -1.20  -1.89  0.40
H  -2.09  -0.91  0.56  0.22
H  -2.08  0.57  -0.23  0.24

The spin multiplicity is 1. The frontier orbital gap is 0.372 Eh. The structure (SMILES) is NC(=O)C[C@H]1N[C@H]1N.

***

Below is one molecule with the formula C4H9N3O, with properties calculated with the ωB97M-V functional and the def2-TZVPD basis.

Last column: Mulliken charge in e.
Element x y z (Å)
C  0.58  -1.07  1.37  -0.41
C  1.05  -1.84  0.16  -0.09
C  -0.25  -1.71  -0.51  -0.72
C  -0.08  1.06  0.49  0.60
N  -0.12  1.65  -1.69  -0.79
N  -0.93  2.10  0.82  -0.50
O  0.14  0.23  1.51  -0.39
N  0.30  0.75  -0.69  -0.08
H  0.33  -1.60  2.29  0.37
H  -1.14  1.68  -1.76  0.21
H  0.25  1.32  -2.57  0.24
H  -0.74  2.95  0.30  0.28
H  -1.04  2.24  1.82  0.25
H  1.25  -2.85  0.51  0.22
H  1.89  -1.42  -0.39  0.21
H  -0.32  -1.38  -1.53  0.28
H  -1.17  -2.13  -0.12  0.31

The spin multiplicity is 1. The frontier orbital gap (spin up / spin down) is 0.290 / 0.295 Eh.

***

Below is one molecule with the formula C4H9N3O, with properties calculated with the ωB97M-V functional and the def2-TZVPD basis.

Last column: Mulliken charge in e.
Element x y z (Å)
C  -2.36  -0.39  0.81  -0.75
N  -2.27  0.04  -0.61  -0.51
C  -1.12  0.01  -1.17  -0.05
N  -0.03  -0.78  -0.75  -0.55
C  1.02  -0.19  -0.30  0.80
C  2.22  -0.97  0.14  -1.24
N  1.20  1.17  -0.20  -0.26
O  0.06  1.86  0.20  -0.41
H  -3.40  -0.70  1.03  0.30
H  -1.97  0.38  1.48  0.21
H  -1.73  -1.27  0.95  0.33
H  -1.00  0.60  -2.08  0.53
H  2.33  -0.99  1.24  0.28
H  3.15  -0.52  -0.26  0.36
H  2.13  -1.99  -0.25  0.32
H  1.96  1.42  0.41  0.27
H  -0.19  2.31  -0.65  0.37

The spin multiplicity is 1. The frontier orbital gap is 0.360 Eh. The structure (SMILES) is C/N=C\N=C(\C)NO.

***

Below is one molecule with the formula C4H9N3O, with properties calculated with the ωB97M-V functional and the def2-TZVPD basis.

Last column: Mulliken charge in e.
Element x y z (Å)
H  -3.11  1.35  -0.39  0.22
N  -3.03  0.34  -0.32  -0.86
C  -1.86  -0.09  -0.15  0.63
N  -1.52  -1.36  0.03  -0.38
C  -0.51  0.91  -0.24  -0.69
C  0.59  0.49  0.75  -0.78
C  1.51  -0.50  0.07  0.76
N  2.76  -0.08  -0.21  -0.40
O  1.14  -1.63  -0.25  -0.72
H  -2.29  -2.00  0.20  0.20
H  -0.46  -1.67  -0.12  0.29
H  -0.78  1.95  -0.07  0.35
H  -0.18  0.79  -1.28  0.30
H  0.14  -0.01  1.61  0.36
H  1.16  1.36  1.08  0.28
H  3.37  -0.69  -0.73  0.24
H  3.08  0.84  0.03  0.19

The spin multiplicity is 1. The frontier orbital gap is 0.334 Eh. The structure (SMILES) is [H]/N=C(/N)CCC(N)=O.

***

Below is one molecule with the formula C4H9N3O2, with properties calculated with the ωB97M-V functional and the def2-TZVPD basis.

Last column: Mulliken charge in e.
Element x y z (Å)
C  1.70  0.42  -0.79  -1.37
C  0.71  0.33  0.36  0.27
C  -0.60  1.18  0.10  0.44
N  -1.20  1.63  1.23  -0.39
O  -0.98  1.46  -1.01  -0.65
C  0.07  -1.02  0.57  0.55
O  0.12  -1.42  1.87  -0.53
N  -0.65  -1.72  -0.21  -0.51
N  -0.71  -1.49  -1.57  -0.45
H  2.47  -0.34  -0.69  0.38
H  1.22  0.27  -1.76  0.24
H  2.17  1.40  -0.80  0.38
H  1.18  0.62  1.30  0.36
H  -0.93  1.28  2.13  0.21
H  -2.01  2.22  1.14  0.26
H  -0.34  -2.26  1.93  0.34
H  -1.46  -2.04  -1.96  0.26
H  -0.76  -0.51  -1.84  0.20

The spin multiplicity is 1. The frontier orbital gap is 0.331 Eh. The structure (SMILES) is C[C@@H](C(N)=O)/C(O)=N\N.

***

Ordered energy above the lowest of the compared OMol25 structures with the same formula, charge and spin results: 731.9 396.8 362.3 517.1 279.5 479.4 538.0 217.0 528.8 319.5 33.6 91.1; unit kJ/mol.